[1]
Entry from the Open Molecules 2025 dataset: a molecular structure, C11H27KN8OPS (ωB97M-V with the def2-TZVPD basis set).

Output
Kohn-Sham gap in Ha: 0.3381

```
! wB97M-V def2-TZVPD RIJCOSX def2/J DEFGRID3
* xyz 1 1
K 0.01 -0.01 -0.11
C -1.99 -2.49 4.96
N -0.75 -2.03 4.34
C 0.08 -1.18 5.16
C -0.61 -1.94 2.97
N 0.07 -1.05 2.34
N -1.21 -3.02 2.32
C -1.56 -3.21 1.00
N -2.12 -4.47 0.82
N -1.35 -2.36 0.07
H -1.82 -3.37 5.58
H -2.73 -2.72 4.20
H -2.40 -1.70 5.59
H 0.06 -1.56 6.18
H -0.27 -0.14 5.19
H 1.11 -1.21 4.81
H 0.35 -0.34 3.01
H -1.25 -3.85 2.89
H -2.70 -4.81 1.57
H -2.55 -4.62 -0.08
H -1.76 -2.73 -0.79
C -4.91 3.15 -3.10
C -4.29 3.67 -1.81
C -2.82 3.36 -1.73
N -2.35 2.27 -1.24
N -0.98 2.20 -1.31
C -0.45 3.25 -1.87
N 0.90 3.34 -2.12
S -1.61 4.43 -2.35
H -5.98 3.37 -3.13
H -4.79 2.07 -3.18
H -4.45 3.61 -3.98
H -4.76 3.21 -0.94
H -4.44 4.75 -1.72
H 1.42 2.61 -1.63
H 1.30 4.26 -2.08
C 3.83 -1.17 -2.04
P 2.62 0.10 -2.41
C 1.28 -0.72 -3.28
C 3.35 1.22 -3.61
O 2.13 0.80 -1.17
H 4.15 -1.68 -2.94
H 3.39 -1.90 -1.36
H 4.70 -0.74 -1.55
H 1.63 -1.16 -4.21
H 0.49 0.00 -3.51
H 0.85 -1.53 -2.68
H 3.68 0.69 -4.49
H 4.20 1.74 -3.17
H 2.60 1.96 -3.90
*
```


[2]
Entry from the Open Molecules 2025 dataset: 4 unconnected molecules or ions with the total composition C11H27N3O4S in a non-equilibrium geometry (ωB97M-V with the def2-TZVPD basis set).

Output
Kohn-Sham gap in Ha: 0.3456

```
! wB97M-V def2-TZVPD RIJCOSX def2/J DEFGRID3
* xyz 0 1
C 2.69 2.31 -4.35
C 1.87 1.16 -3.90
O 0.73 1.32 -3.53
N 2.47 -0.02 -3.73
C 1.71 -1.22 -3.34
H 2.30 3.33 -4.28
H 2.89 2.18 -5.41
H 3.67 2.30 -3.87
H 3.47 -0.19 -3.79
H 2.38 -1.69 -2.63
H 1.50 -1.82 -4.22
H 0.83 -0.95 -2.76
C 0.97 -0.75 4.89
C 0.34 -1.45 3.70
O -0.90 -1.52 3.56
N 1.15 -1.89 2.74
C 2.59 -1.76 2.76
H 1.06 0.34 4.92
H 1.99 -1.11 4.98
H 0.50 -1.08 5.82
H 0.63 -2.31 1.98
H 2.96 -2.33 3.61
H 2.92 -0.72 2.81
H 2.95 -2.27 1.87
C -3.67 3.64 1.78
C -2.85 2.60 0.95
O -2.88 1.48 1.38
N -2.27 3.00 -0.14
C -1.26 2.19 -0.93
H -3.43 3.61 2.84
H -4.74 3.44 1.81
H -3.50 4.60 1.29
H -2.37 3.95 -0.49
H -0.37 2.73 -1.25
H -1.75 1.91 -1.87
H -0.91 1.28 -0.43
C -1.58 -1.34 -1.11
S -0.28 -2.46 -0.47
O -0.01 -3.54 -1.49
C -1.32 -3.24 0.84
H -2.34 -1.98 -1.57
H -1.29 -0.67 -1.92
H -2.09 -0.80 -0.31
H -1.62 -2.45 1.52
H -0.90 -4.17 1.22
H -2.29 -3.64 0.53
*
```


Per-record E_LUMO, Ha: -0.0731, 0.0202
Per-record energy above the lowest of the compared OMol25 structures with the same formula, charge and spin, kcal per mole: 0.0, 27.3